[1]
DFT (ωB97M-V/def2-TZVPD) results for a structure of composition C67H57Br21F10 at a distorted geometry.

```
155
Properties=species:S:1:pos:R:3:forces:R:3
F -4.19889 -8.57405 2.46954 1.099 -2.029 1.362
C -4.54793 -7.48343 1.86313 -0.906 1.520 -0.714
C -3.69647 -6.92021 0.94115 0.183 0.221 0.255
C -4.15247 -5.83985 0.20186 0.849 -0.273 -0.451
C -5.45077 -5.48137 0.31866 -1.120 1.497 -0.300
C -6.25196 -5.99822 1.31246 -1.289 0.075 -0.053
C -5.80645 -6.98270 2.15637 0.492 -0.503 -0.397
H -2.71090 -7.33024 0.88340 0.496 -0.114 -0.261
H -3.59108 -5.24508 -0.50883 0.544 -0.496 0.048
H -5.81310 -4.68973 -0.34539 -0.094 -0.267 0.383
H -7.28575 -5.68454 1.35520 -0.032 0.200 0.232
H -6.38349 -7.48104 2.92611 -0.147 0.227 -0.104
F -4.62033 -0.96177 7.46183 0.774 0.377 -0.607
C -3.68835 -0.46606 6.56767 -1.025 -0.702 -0.137
C -2.58405 -1.27518 6.27849 0.087 1.560 -0.683
C -1.64302 -0.76737 5.34460 -1.293 -0.603 1.131
C -1.90318 0.48474 4.79871 0.911 -0.390 -0.717
C -3.05185 1.22388 5.01333 -0.446 -1.252 0.810
C -4.02721 0.70467 5.88822 1.878 -0.138 -0.221
H -2.51924 -2.23438 6.74643 0.198 -0.379 0.218
H -0.78085 -1.38599 5.07073 -0.328 0.509 0.033
H -1.18416 0.83798 4.08179 0.226 0.326 -0.243
H -3.17406 2.12966 4.45735 -0.299 0.412 -0.075
H -4.94777 1.20717 6.03829 -0.707 0.250 0.348
F 1.76373 7.61913 5.38364 0.229 -0.178 0.364
C 1.62824 6.26939 5.26343 0.141 0.804 -0.555
C 0.58490 5.68725 5.95581 0.749 -1.250 -1.119
C 0.26905 4.37287 5.62887 0.959 -0.687 -0.538
C 1.13924 3.66289 4.74660 -1.104 0.645 0.809
C 2.23841 4.28828 4.15353 -1.161 -0.202 0.216
C 2.47033 5.65093 4.35347 -0.889 -0.672 0.830
H 0.12476 6.22488 6.72509 -0.996 0.816 0.748
H -0.62174 3.88537 6.03765 0.471 0.120 0.009
H 0.91285 2.61374 4.53155 0.170 0.399 -0.009
H 2.74106 3.64156 3.46772 0.944 0.171 -0.327
H 3.21851 6.25817 3.89607 0.454 -0.016 -0.434
F -3.34204 -3.04195 -1.81156 -0.493 -0.594 0.972
C -3.16790 -2.53523 -3.01563 0.592 1.454 -2.368
C -2.59333 -1.22789 -3.09924 -1.496 -3.269 0.080
C -2.26085 -0.79880 -4.34821 1.494 2.186 0.711
C -2.38133 -1.58030 -5.45714 -0.860 -1.030 -1.854
C -3.04203 -2.82248 -5.43792 -0.246 0.784 2.137
C -3.49361 -3.28802 -4.17491 1.165 0.284 0.575
H -2.41256 -0.72578 -2.18600 0.140 0.746 0.575
H -1.75915 0.20021 -4.38122 -0.506 -0.923 -0.380
H -2.03339 -1.18546 -6.40337 0.005 -0.038 -0.062
H -3.26517 -3.41051 -6.30916 0.229 -0.004 -0.292
H -3.88707 -4.30167 -4.04591 -0.090 0.468 -0.079
F 5.58595 4.32263 -2.02802 -0.174 0.263 0.337
C 6.02243 4.60577 -3.27142 -1.754 1.086 0.348
C 5.47127 5.69135 -3.95767 0.301 0.103 0.521
C 5.91117 5.96998 -5.24457 -1.274 1.145 0.159
C 6.82661 5.14407 -5.82087 0.928 -1.693 0.378
C 7.29883 4.03123 -5.11206 0.307 -0.376 -0.805
C 6.87104 3.72586 -3.82625 1.066 -0.128 -1.450
H 4.73174 6.32953 -3.48576 0.194 -0.221 0.043
H 5.45351 6.83033 -5.77591 0.499 -0.695 0.322
H 7.18054 5.19777 -6.82129 0.066 0.601 -0.699
H 7.98057 3.35540 -5.64999 -0.305 0.285 0.449
H 7.15864 2.84167 -3.30679 0.293 -0.429 0.323
F 2.15694 -6.60913 -0.44563 -0.615 0.491 -1.026
C 1.79610 -5.84221 -1.54224 1.608 0.167 0.424
C 2.82567 -5.29723 -2.31013 -0.502 -0.103 0.880
C 2.47320 -4.38726 -3.27282 1.460 0.665 -0.656
C 1.19086 -4.07806 -3.54813 -2.151 -0.202 0.089
C 0.16019 -4.69098 -2.82131 0.501 0.876 -0.096
C 0.47739 -5.50030 -1.76878 -0.150 -1.585 1.274
H 3.87490 -5.36365 -2.10654 0.263 -0.666 0.434
H 3.24840 -3.81568 -3.78970 -0.023 -0.378 0.079
H 0.97680 -3.31521 -4.26270 -0.272 0.206 -0.452
H -0.87272 -4.43785 -2.92207 -0.446 0.272 -0.475
H -0.27861 -5.91845 -1.08607 0.284 0.255 -0.473
F 4.11158 5.51267 1.54791 0.084 0.018 0.210
C 3.33176 5.33676 0.45300 1.739 0.567 1.224
C 3.57793 6.08447 -0.62535 -0.736 1.576 -2.810
C 2.71650 5.98722 -1.76935 1.587 1.240 1.570
C 1.69966 5.08191 -1.75500 0.104 -0.310 -0.051
C 1.60361 4.24819 -0.64936 -1.863 -0.519 0.361
C 2.36259 4.42350 0.48465 -1.785 -1.972 0.260
H 4.30720 6.87549 -0.58653 0.329 -0.026 -0.005
H 2.84202 6.75733 -2.53169 -0.157 -0.447 -0.006
H 0.98410 5.08493 -2.55330 -0.280 -0.374 -0.262
H 0.76194 3.54065 -0.55124 0.534 0.383 -0.406
H 2.11648 3.87506 1.38942 0.244 -0.017 -0.162
F -2.29821 2.20977 -1.74715 0.429 0.385 -0.914
C -1.77230 2.76147 -2.90631 0.397 -0.077 0.867
C -2.48357 3.74432 -3.56200 -2.481 -0.218 0.824
C -2.00172 4.29182 -4.70934 1.073 -0.405 0.029
C -0.71734 3.92754 -5.05749 -0.152 -0.136 -1.771
C 0.00863 2.90460 -4.46841 -1.037 1.690 1.087
C -0.49221 2.37588 -3.28784 -0.452 -0.167 0.409
H -3.48210 4.08468 -3.22879 0.682 -0.661 0.074
H -2.57960 4.93350 -5.34846 -0.078 0.432 0.177
H -0.36121 4.42895 -5.93417 0.637 -0.031 -0.431
H 1.00025 2.78069 -4.78413 1.106 -0.629 -0.327
H 0.09815 1.77457 -2.60388 -0.088 -0.335 -0.291
F -6.07682 -1.69319 -0.63858 -0.197 -0.064 0.192
C -6.13495 -0.70464 -1.55988 0.731 -0.012 0.807
C -6.64606 -1.01579 -2.78442 0.020 0.029 -1.203
C -6.58035 -0.02007 -3.76740 0.498 -0.257 0.894
C -5.94410 1.21302 -3.51041 -0.726 0.264 -2.355
C -5.47666 1.49590 -2.26570 -0.831 -1.646 1.871
C -5.59504 0.51720 -1.23446 0.812 0.889 0.031
H -6.95266 -2.05585 -2.99003 -0.125 0.822 0.077
H -7.02455 -0.27879 -4.69764 -0.023 0.188 -0.865
H -5.82234 1.99256 -4.33545 -0.400 -1.237 1.195
H -5.20456 2.48110 -2.02066 0.879 0.975 0.302
H -5.16543 0.66526 -0.21396 -0.581 -0.041 -1.057
F 3.74698 -3.69172 4.91601 -0.041 -0.481 0.208
C 2.71877 -4.42436 4.41838 -1.458 0.962 1.210
C 1.65512 -4.83870 5.23222 0.888 -0.136 -0.201
C 0.55825 -5.48529 4.60477 1.099 0.099 2.144
C 0.51909 -5.66902 3.26287 1.870 1.179 -1.802
C 1.59757 -5.13615 2.43920 -2.910 -1.192 2.895
C 2.61969 -4.49993 3.05468 1.256 -0.171 -1.343
H 1.70526 -4.73386 6.33634 -0.021 -0.011 -0.990
H -0.13575 -5.91999 5.32393 -0.358 0.154 -0.598
H -0.29013 -6.16143 2.79600 -0.748 -0.543 -0.405
H 1.55169 -5.24464 1.40724 0.022 -0.131 -1.640
H 3.38815 -4.15829 2.37252 0.260 0.375 0.518
C 3.24125 -0.13703 -4.44696 0.283 -1.064 1.403
Br 4.63430 -0.67390 -5.63178 0.385 0.121 -0.243
Br 1.54877 -0.68184 -5.17024 -0.333 0.477 -0.078
Br 3.40622 1.69588 -3.85759 -0.149 -0.327 -0.185
H 3.36509 -0.78214 -3.54020 -0.080 0.853 -0.785
C 6.15331 2.80014 0.67518 -0.171 0.402 -0.051
Br 4.91378 1.69244 -0.27555 -0.074 0.022 -0.304
Br 7.95536 2.60834 0.07313 0.359 -0.310 -0.052
Br 5.92996 2.46380 2.54617 0.140 0.068 0.345
H 5.95799 3.85226 0.48788 -0.443 -0.242 0.068
C 5.34358 -2.87711 0.67449 -0.157 0.237 -0.179
Br 6.39738 -3.84390 -0.67550 -0.340 0.769 0.313
Br 3.63506 -2.15838 0.01755 0.674 -0.412 -0.140
Br 6.28406 -1.42451 1.61194 -0.263 -1.038 -0.469
H 5.07316 -3.69791 1.32744 0.153 0.457 0.412
C 3.01346 -0.45030 5.18037 0.242 -1.010 0.631
Br 2.45746 -0.61999 3.36805 -0.316 0.358 0.119
Br 1.83703 -1.34027 6.49415 0.294 0.519 -0.619
Br 3.61933 1.22848 5.78223 -0.252 1.014 0.040
H 3.92856 -0.98939 5.21859 0.284 -0.855 0.046
C -0.13739 -0.66445 0.02357 -0.429 0.619 -0.315
Br 0.74280 -1.05227 -1.69833 -0.358 -0.038 0.907
Br 0.48389 1.10851 0.67351 -0.285 -0.964 -0.161
Br -0.01862 -2.04400 1.36483 0.136 0.258 -0.558
H -1.21074 -0.55060 -0.20377 0.705 0.035 0.119
C -4.47575 -2.88264 3.74120 -0.721 -0.174 0.002
Br -5.28618 -2.22165 2.13891 -0.125 0.155 -0.074
Br -2.86010 -3.76987 3.32480 0.492 -0.590 0.062
Br -5.74811 -3.95078 4.77802 0.490 0.214 -0.257
H -4.20454 -2.04813 4.34994 -0.024 0.419 0.339
C -2.23416 3.89353 0.70500 -0.750 0.426 0.369
Br -1.32681 4.80425 2.19839 -0.516 -0.829 -0.793
Br -3.01009 5.17682 -0.52613 -0.051 0.026 0.520
Br -3.52217 2.49901 1.20568 0.392 0.683 0.297
H -1.57135 3.34524 0.08672 1.001 -0.241 -0.056
```
Positions in Å, forces in eV/Å.

Calculated values
Highest occupied orbital energy (eV): -8.95
Total energy (a.u.): -57640.0787
LUMO energy (eV): -0.65
F_max (eV/A): 4.274
Relative energy (zero: lowest compared OMol25 entry of this formula, charge and spin) (eV): 0.000
Gap between HOMO and LUMO (eV): 8.302

---

[2]
DFT (ωB97M-V/def2-TZVPD) results for a structure of composition C67H62BrF4N7O8PSeSr at a distorted geometry.

```
152
Properties=species:S:1:pos:R:3:forces:R:3
Sr 0.52633 -0.60738 0.60707 -0.176 -0.203 -2.492
C 5.26715 3.21031 4.47541 -0.221 0.044 -0.014
O 3.95977 3.65592 4.79455 -0.142 -0.149 -0.058
C 2.91781 3.08979 4.10449 0.339 -0.038 0.055
C 1.63604 3.52518 4.50087 0.138 -0.179 -0.098
C 0.55843 3.05977 3.80316 -0.015 -0.106 0.076
C 0.66449 2.17535 2.70831 -0.351 0.009 0.045
C -0.54374 1.91453 1.92465 0.549 0.258 0.323
C -1.90039 2.27184 2.48511 -0.059 0.052 0.174
O -0.51974 1.44051 0.78022 -0.508 0.709 0.175
C 1.96916 1.63890 2.38655 -0.128 0.017 -0.278
O 2.17644 0.73759 1.50587 0.133 0.458 0.490
C 3.08695 2.16199 3.10132 -0.245 0.362 0.223
H 5.94209 3.74357 5.14042 -0.010 0.009 -0.005
H 5.51348 3.44077 3.43607 0.046 -0.010 -0.015
H 5.36526 2.13543 4.63700 0.026 -0.035 0.007
H 1.54039 4.22435 5.31764 -0.005 0.039 0.031
H -0.42107 3.42075 4.08749 0.002 0.016 -0.001
H -1.99050 3.34659 2.65599 -0.010 -0.137 0.025
H -2.06167 1.75958 3.43487 0.015 -0.033 0.006
H -2.65535 1.95985 1.76579 0.006 -0.029 -0.023
H 4.04989 1.77643 2.81200 0.111 -0.025 -0.018
F -7.64526 -3.65724 -1.55517 0.226 0.044 0.118
C -6.49360 -3.43087 -0.91177 -0.120 0.038 -0.090
C -6.02764 -4.34223 0.01439 -0.021 -0.169 0.046
F -6.73347 -5.45120 0.27363 0.131 0.215 -0.060
C -4.83645 -4.08983 0.67901 -0.207 -0.252 0.089
F -4.46985 -4.99994 1.59164 -0.016 0.167 -0.082
C -4.07836 -2.95646 0.44237 0.009 -0.001 -0.025
P -2.55883 -2.50151 1.39101 0.282 -0.484 0.287
C -3.41099 -2.22163 3.00243 0.014 0.297 -0.210
C -3.57995 -3.13701 4.03063 -0.087 -0.235 0.025
C -4.21033 -2.76197 5.21073 0.016 0.011 -0.030
C -4.69081 -1.47201 5.37171 -0.003 0.025 -0.086
C -4.56653 -0.55986 4.33017 -0.013 -0.096 0.057
C -3.93167 -0.93586 3.15876 0.074 0.044 -0.003
C -1.70432 -4.12795 1.62105 -0.161 0.339 -0.024
C -1.61219 -5.04314 0.57721 -0.043 -0.038 -0.101
C -0.81203 -6.17062 0.68272 0.042 0.051 0.053
C -0.07909 -6.39784 1.84170 -0.053 0.035 -0.008
C -0.16676 -5.49453 2.89225 -0.014 -0.011 -0.086
C -0.97190 -4.36950 2.77970 0.098 0.096 0.153
C -4.57160 -2.04821 -0.49888 -0.030 0.283 -0.280
Br -3.65733 -0.45042 -0.96700 -0.013 -0.150 0.074
C -5.76373 -2.27856 -1.16407 -0.178 -0.133 -0.055
F -6.25608 -1.42229 -2.06576 0.110 -0.069 0.111
H -3.23827 -4.15881 3.91641 0.021 0.086 0.014
H -4.32104 -3.48764 6.00606 -0.004 -0.001 0.024
H -5.16126 -1.17963 6.30116 -0.026 0.010 0.009
H -4.94909 0.44649 4.43508 -0.012 0.035 0.014
H -3.82812 -0.21781 2.35157 0.088 0.013 0.037
H -2.16528 -4.87842 -0.33963 0.013 -0.017 0.075
H -0.76070 -6.86773 -0.14435 0.026 -0.007 -0.020
H 0.55270 -7.27306 1.92486 0.002 -0.020 0.005
H 0.39700 -5.65413 3.80254 0.028 -0.012 0.012
H -1.01142 -3.66725 3.60481 0.036 0.001 -0.081
C 2.70693 -4.42840 0.01803 -0.073 0.040 -0.035
C 2.39726 -3.67777 1.26307 0.024 0.189 0.040
N 1.48227 -2.74390 1.38811 0.151 -0.318 1.294
C 1.56486 -2.29275 2.72171 -0.457 0.094 -0.232
C 2.55346 -2.98564 3.35257 0.124 -0.032 0.456
N 3.05812 -3.85404 2.42658 0.132 -0.212 -0.150
C 3.11794 -3.05061 4.73386 -0.151 0.197 -0.167
O 2.71414 -2.14700 5.59051 0.158 -0.198 -0.017
O 3.92059 -3.92445 4.98969 0.105 -0.037 0.075
C 0.58426 -1.28303 3.36379 -0.450 -0.662 -0.445
O 0.86461 -0.83937 4.48508 0.309 -0.027 0.325
O -0.47410 -1.03207 2.71285 0.533 -0.283 0.918
H 2.06199 -4.06227 -0.77812 -0.004 -0.023 0.027
H 2.52670 -5.49519 0.15257 -0.012 -0.031 -0.009
H 3.74568 -4.28206 -0.27936 0.028 -0.008 0.011
H 3.80549 -4.49904 2.63745 -0.069 0.034 -0.001
H 2.00709 -1.53740 5.16535 -0.118 0.056 -0.027
N 1.40803 -0.56023 -1.62668 -0.250 -0.386 0.100
C 1.95489 -0.55679 -2.73796 0.533 0.161 -0.690
C 3.47865 -0.56972 -2.85651 -0.113 -0.002 0.005
C 4.17186 0.49168 -3.42786 0.058 0.003 -0.025
C 5.55966 0.52949 -3.42127 0.017 -0.054 0.037
C 6.28340 -0.51883 -2.86621 -0.044 0.036 0.000
C 5.60234 -1.59528 -2.31245 -0.051 0.026 -0.006
C 4.21488 -1.60903 -2.30180 0.004 -0.074 0.029
C 1.21064 -0.52011 -4.07005 0.147 -0.013 0.096
C 1.82847 -0.80283 -5.28533 -0.002 -0.036 -0.067
C 1.10071 -0.82041 -6.47170 -0.021 -0.005 0.070
C -0.25937 -0.54772 -6.45679 0.029 0.032 0.059
C -0.88367 -0.25714 -5.24623 0.044 -0.060 -0.089
C -0.15322 -0.25022 -4.07165 -0.223 0.041 0.231
H 3.61196 1.29933 -3.87695 -0.082 0.150 -0.056
H 6.07776 1.37817 -3.85148 0.011 0.010 -0.008
H 7.36564 -0.49476 -2.85956 0.019 0.001 -0.013
H 6.15379 -2.42180 -1.88167 0.027 -0.021 0.023
H 3.68002 -2.43125 -1.84063 -0.010 0.009 0.021
H 2.88904 -1.02003 -5.30779 0.019 -0.005 -0.014
H 1.60090 -1.04873 -7.40485 0.002 -0.005 -0.027
H -0.82880 -0.55512 -7.37805 -0.006 -0.003 -0.018
H -1.94482 -0.04198 -5.21960 -0.026 0.025 -0.006
H -0.62470 -0.03625 -3.11649 0.070 -0.091 -0.087
C 2.64935 4.88606 -3.81215 -0.011 -0.093 -0.027
C 2.38681 5.65672 -2.52586 0.013 -0.008 0.034
C 2.96294 4.99427 -1.27400 0.007 -0.003 -0.046
C 2.21007 3.75797 -0.79318 -0.261 -0.007 -0.011
N 0.85116 4.09847 -0.37134 0.352 -0.133 -0.010
C -0.29317 3.73158 -1.00769 0.114 0.041 -0.296
Se -0.41958 2.78051 -2.57811 -0.124 0.230 0.382
N -1.31885 4.24370 -0.27539 -0.290 -0.041 0.075
C -2.72881 4.00880 -0.54775 0.175 -0.059 -0.004
C -3.30550 4.87938 -1.65218 -0.048 0.022 -0.058
C -3.21494 6.38944 -1.42125 0.102 -0.020 -0.001
C -1.85407 6.99288 -1.77059 0.007 0.033 -0.006
C -0.82811 4.93918 0.82147 -0.255 -0.017 -0.221
C -1.46556 5.64867 1.82325 0.166 0.146 0.109
C -0.65520 6.25901 2.77569 0.058 -0.015 -0.104
C 0.73729 6.15143 2.71863 -0.083 0.007 -0.126
C 1.36688 5.43426 1.70980 -0.057 0.168 0.121
C 0.55500 4.84086 0.76070 0.183 -0.059 -0.200
H 2.43775 5.49767 -4.69052 -0.027 0.014 0.001
H 2.01512 4.00285 -3.86979 0.008 -0.096 0.012
H 3.69183 4.56596 -3.87092 0.055 0.013 -0.017
H 1.30667 5.78066 -2.39821 -0.006 0.072 -0.002
H 2.81219 6.66060 -2.61017 -0.009 0.008 0.032
H 2.97856 5.73080 -0.46586 0.062 -0.038 -0.004
H 3.99992 4.69357 -1.45287 0.012 0.053 -0.010
H 2.71638 3.29957 0.05693 0.002 -0.045 0.074
H 2.10874 2.99099 -1.56260 0.036 0.071 -0.010
H -3.25580 4.17412 0.39404 -0.039 -0.011 -0.014
H -2.82733 2.95404 -0.81369 -0.006 0.023 0.000
H -4.35411 4.58418 -1.75342 -0.005 0.012 -0.031
H -2.80644 4.61956 -2.58934 -0.041 -0.013 0.017
H -3.46800 6.62263 -0.38147 -0.038 0.028 0.008
H -3.97466 6.87493 -2.03903 -0.012 0.004 0.013
H -1.07247 6.69889 -1.07139 -0.003 -0.026 0.016
H -1.89649 8.08319 -1.76510 -0.020 0.021 0.005
H -1.53944 6.67411 -2.76594 -0.001 -0.012 -0.025
H -2.54256 5.73111 1.86502 -0.030 0.021 0.012
H -1.11478 6.82537 3.57442 0.006 0.010 0.029
H 1.34004 6.62248 3.48225 0.004 -0.009 0.041
H 2.44112 5.32219 1.68276 0.019 -0.004 0.042
N -1.82993 -7.48584 -4.75012 -0.023 -0.106 -0.004
C -0.74134 -6.98832 -4.10503 0.013 0.427 0.162
O 0.29271 -7.61006 -3.98022 0.043 -0.131 -0.049
C -0.89887 -5.59934 -3.52893 -0.033 -0.388 -0.145
C 0.23024 -4.81808 -3.36794 0.059 0.159 0.037
C 0.09047 -3.55473 -2.80790 0.046 0.025 0.049
N -1.07424 -3.06215 -2.39199 -0.221 -0.059 -0.015
C -2.15549 -3.81616 -2.56932 0.162 -0.003 -0.159
C -2.12321 -5.08436 -3.13234 -0.134 0.088 0.064
H -1.72779 -8.37910 -5.20178 -0.030 0.044 -0.001
H -2.60214 -6.89575 -4.99952 0.022 -0.005 -0.029
H 1.19772 -5.18624 -3.67923 0.012 -0.024 0.019
H 0.94327 -2.89901 -2.68065 0.032 0.025 0.042
H -3.09704 -3.39301 -2.24135 -0.060 0.026 0.033
H -3.03874 -5.65897 -3.20491 0.006 -0.003 -0.021
```
Positions in Å, forces in eV/Å.

Calculated values
Highest occupied orbital energy (eV): -4.10
Total energy (a.u.): -9322.8570
Charge: -1
LUMO energy (eV): 1.77
F_max (eV/A): 2.506
Relative energy (zero: lowest compared OMol25 entry of this formula, charge and spin) (eV): 1.637
Gap between HOMO and LUMO (eV): 5.866